(1)
# CH2IPS

An isolated molecule of CH2IPS (ωB97M-V/def2-TZVPD, the OMol25 dataset).

Results
Kohn-Sham gap (eV): 7.61
LUMO energy (eV): -1.39
Highest occupied orbital energy (eV): -9.002
Total energy (eV): -29289.50140

Last column: natural (NBO) charge in e.
Geometry (Å):
C: 0.358 -1.171 -0.351  -0.59
P: -0.528 0.388 0.180  0.67
S: -0.676 2.045 1.303  -0.45
I: 2.173 -1.573 0.427  0.29
H: 0.320 0.523 -1.201  0.09
H: -1.647 -0.212 -0.358  -0.01


(2)
# C4H14NO2

A 3-piece molecular cluster, C4H14NO2 overall (ωB97M-V/def2-TZVPD, the OMol25 dataset).

Results
Kohn-Sham gap (eV): 10.83
LUMO energy (eV): -3.10
Charge: +1
Highest occupied orbital energy (eV): -13.923
Total energy (eV): -9952.96554

Last column: natural (NBO) charge in e.
Geometry (Å):
C: -1.009 -1.262 1.991  -0.20
C: 0.454 -0.887 2.186  -0.48
C: 0.876 0.278 1.311  -0.23
C: 1.786 0.279 0.348  -0.38
N: -1.265 -1.470 0.483  -0.69
H: -1.220 -2.258 2.383  0.23
H: -1.637 -0.429 2.334  0.23
H: 0.668 -0.525 3.200  0.26
H: 1.021 -1.821 2.140  0.23
H: 0.539 1.235 1.727  0.22
H: 2.022 1.243 -0.094  0.21
H: 2.371 -0.465 -0.196  0.22
H: -1.632 -0.648 0.014  0.46
H: -0.389 -1.711 0.012  0.45
H: -1.876 -2.255 0.193  0.44
H: -0.313 3.456 -3.487  0.48
H: 1.193 3.186 -3.463  0.48
O: 0.341 2.788 -3.269  -0.96
H: -1.456 0.277 -2.073  0.49
H: 0.010 0.373 -1.703  0.51
O: -0.737 -0.251 -1.686  -0.99


(3)
# C34H33Ge2InN4S2

C34H33Ge2InN4S2 as an isolated structure (ωB97M-V/def2-TZVPD, the OMol25 dataset).

Results
Multiplicity: 2
Kohn-Sham gap (alpha / beta) (eV): 6.84 / 6.16
LUMO energy (alpha / beta) (eV): -3.11 / -4.05
Charge: +1
Highest occupied orbital energy (alpha / beta) (eV): -9.949 / -10.203
Total energy (eV): -181624.63616

Last column: Löwdin spin population.
Geometry (Å):
In: 0.335 -0.774 0.259  0.45
N: -0.585 -4.391 3.027  0.00
C: -1.270 -5.458 2.393  0.00
C: -1.726 -6.519 3.154  0.00
C: -2.408 -7.567 2.550  0.00
C: -2.642 -7.542 1.186  0.00
C: -2.193 -6.468 0.427  0.00
C: -1.499 -5.431 1.025  0.00
S: -0.916 -4.104 0.009  0.01
N: -0.352 -2.976 1.161  0.02
C: -0.264 -3.224 2.413  0.01
C: 0.240 -2.116 3.285  0.02
C: 0.719 -2.333 4.567  0.00
C: 1.154 -1.247 5.314  0.01
C: 1.103 0.016 4.756  0.00
C: 0.633 0.144 3.458  0.02
N: 0.206 -0.893 2.741  0.09
H: -0.605 -4.400 4.031  0.00
H: -1.544 -6.531 4.223  0.00
H: -2.756 -8.395 3.150  0.00
H: -3.176 -8.351 0.708  0.00
H: -2.381 -6.439 -0.639  0.00
H: 0.794 -3.327 4.984  0.00
H: 1.536 -1.395 6.315  0.00
H: 1.427 0.891 5.300  0.00
H: 0.599 1.110 2.972  0.00
S: 0.404 1.550 -3.813  0.02
C: 0.639 1.685 -2.268  0.01
N: 0.822 1.748 -1.082  0.03
C: -2.677 -1.722 -3.518  -0.01
C: -1.337 -2.073 -3.577  0.01
C: -0.489 -1.763 -2.520  0.01
C: -0.995 -1.106 -1.406  0.19
C: -2.337 -0.742 -1.347  0.02
C: -3.177 -1.053 -2.409  0.01
H: -3.334 -1.964 -4.343  0.00
H: -0.948 -2.583 -4.449  0.00
H: 0.559 -2.034 -2.586  0.00
H: -2.743 -0.218 -0.490  0.00
H: -4.222 -0.774 -2.371  0.00
C: 5.122 3.827 0.724  0.00
Ge: 3.944 2.377 0.156  0.00
C: 4.436 1.684 -1.601  0.00
C: 3.956 0.937 1.480  0.02
Ge: 1.655 3.158 -0.073  0.01
C: 1.372 4.740 -1.147  0.00
C: 2.390 5.228 -1.964  0.00
C: 2.153 6.288 -2.828  0.00
C: 0.893 6.863 -2.884  0.00
C: -0.129 6.387 -2.074  0.00
C: 0.109 5.329 -1.209  0.00
C: 0.499 3.141 1.492  0.00
C: 0.946 3.680 2.700  0.00
C: 0.121 3.698 3.817  0.00
C: -1.164 3.176 3.740  0.00
C: -1.625 2.645 2.543  0.00
C: -0.798 2.631 1.426  0.00
H: 6.161 3.536 0.572  0.00
H: 4.978 4.049 1.781  0.00
H: 4.933 4.736 0.153  0.00
H: 5.454 1.294 -1.568  0.00
H: 4.390 2.463 -2.361  0.00
H: 3.763 0.880 -1.898  0.00
H: 4.962 0.526 1.567  0.00
H: 3.281 0.132 1.184  0.03
H: 3.648 1.308 2.459  0.00
H: 3.380 4.785 -1.930  0.00
H: 2.950 6.662 -3.458  0.00
H: 0.705 7.686 -3.561  0.00
H: -1.110 6.841 -2.116  0.00
H: -0.692 4.970 -0.573  0.00
H: 1.947 4.091 2.777  0.00
H: 0.477 4.126 4.745  0.00
H: -1.809 3.195 4.609  0.00
H: -2.632 2.252 2.478  0.00
H: -1.173 2.234 0.487  0.00


Going through the records in order, we get relative energy (zero: lowest compared OMol25 entry of this formula, charge and spin) values of 347.90 173.24 0.00 kJ/mol.